100
Properties=species:S:1:pos:R:3:forces:R:3:lowdin_spin:R:1 method="wB97M-V/def2-TZVPD" lumo_ev="-3.08 / -3.16" charge=+1 gap_ev="4.88 / 6.27" spin_multiplicity=2 s_squared=0.75 homo_energy_ev="-8.0 / -9.4" de_lowest_kj_mol=49.2
La -2.120981 0.577664 0.034862 0.938 1.052 0.037 0.445
C 10.172119 -7.682236 0.344062 0.292 0.121 0.027 0.000
O 8.820919 -8.068336 0.217562 -0.321 -0.104 -0.021 0.000
C 7.850419 -7.133836 0.181262 -0.254 0.071 0.054 0.000
C 6.538919 -7.627236 0.143562 0.287 -0.031 -0.041 0.000
C 5.468819 -6.770536 0.126062 0.068 0.213 0.011 0.000
C 5.663519 -5.383336 0.151662 0.626 -0.326 -0.040 0.000
C 6.970519 -4.895936 0.163462 -0.512 -0.130 0.013 0.000
C 8.052019 -5.754636 0.181462 0.385 -0.218 -0.007 0.000
C 4.501719 -4.526436 0.150962 -0.533 0.282 -0.077 0.000
N 3.256419 -4.950336 0.069962 0.106 -0.433 -0.042 0.000
C 2.476519 -3.842836 0.083862 0.826 1.112 0.137 0.000
C 3.272919 -2.697836 0.186062 -0.903 -0.781 -0.118 0.000
N 4.557619 -3.158136 0.224462 0.189 -0.102 0.015 0.000
C 2.725219 -1.400136 0.270962 -0.332 0.267 0.030 0.000
C 3.488119 -0.237036 0.447362 -0.350 0.098 -0.014 0.001
C 2.840119 0.962464 0.593762 0.129 -0.106 0.011 0.000
C 1.445719 0.983964 0.544362 -0.019 0.130 0.142 0.002
N 0.704019 -0.085436 0.335062 -0.546 0.215 0.052 0.003
C 1.307919 -1.278836 0.206962 0.574 -0.159 -0.037 0.001
C 0.474119 -2.446636 0.031162 0.289 -0.513 0.001 0.001
N -0.856681 -2.263236 -0.089938 -0.366 0.578 0.082 0.006
C -1.624381 -3.328036 -0.215238 -0.242 -0.071 -0.039 0.002
C -1.138681 -4.640036 -0.208238 0.310 -0.103 -0.041 0.000
C 0.216519 -4.847736 -0.112838 -0.267 0.163 0.095 0.001
C 1.058819 -3.736036 0.003062 -0.358 0.424 -0.078 0.000
H 10.738219 -8.610336 0.424362 -0.055 0.142 -0.047 0.000
H 10.338419 -7.087136 1.247062 -0.057 -0.002 -0.041 0.000
H 10.513019 -7.121936 -0.531838 -0.028 -0.026 0.039 0.000
H 6.403519 -8.696536 0.123962 -0.050 -0.128 0.015 0.000
H 4.459419 -7.146836 0.089262 -0.085 -0.077 0.030 0.000
H 7.168019 -3.834036 0.148762 0.037 0.125 0.027 0.000
H 9.046819 -5.339736 0.186962 0.128 -0.008 0.016 0.000
H 5.397419 -2.609536 0.283562 -0.021 -0.034 0.022 0.000
H 4.566419 -0.295436 0.481862 0.074 0.049 0.021 0.000
H 3.392019 1.872964 0.745762 0.031 0.178 0.050 0.000
H 0.897919 1.905564 0.692162 0.133 -0.027 -0.097 0.001
H -2.687281 -3.143736 -0.318738 0.005 -0.065 -0.012 0.000
H -1.827581 -5.465836 -0.285138 -0.101 -0.039 -0.032 0.000
H 0.665719 -5.828536 -0.103738 -0.055 -0.152 -0.053 0.000
C -5.905281 0.543164 -1.325538 0.206 -0.408 0.504 0.001
Si -4.944081 -0.422536 0.043362 -0.642 -0.324 0.241 0.004
C -5.788181 -0.090936 1.760162 0.247 0.105 -0.413 0.002
C -5.310281 -2.305936 -0.125038 0.030 0.739 -0.064 0.000
C -6.132081 -2.862036 -1.100838 0.103 0.024 -0.006 0.000
C -6.500381 -4.196336 -1.045038 -0.028 -0.136 -0.075 0.000
C -6.064681 -4.995136 -0.003038 -0.021 -0.107 -0.048 0.000
C -5.232381 -4.465736 0.968262 0.110 -0.086 0.068 0.000
C -4.849881 -3.141536 0.892362 -0.044 0.084 -0.077 0.000
H -6.961681 0.289564 -1.284938 -0.214 -0.036 -0.016 0.000
H -5.547881 0.318464 -2.326838 0.095 -0.109 -0.165 0.000
H -5.822481 1.618564 -1.186838 0.047 0.163 0.114 0.000
H -6.852581 0.096064 1.636362 -0.193 0.023 -0.101 0.000
H -5.373181 0.753464 2.306862 0.020 0.006 -0.020 0.002
H -5.696581 -0.962036 2.403762 0.074 -0.178 -0.011 0.000
H -6.496481 -2.256236 -1.916438 -0.087 0.148 -0.092 0.000
H -7.134181 -4.615236 -1.812738 -0.080 -0.020 -0.061 0.000
H -6.365481 -6.028336 0.051862 -0.070 -0.165 -0.004 0.000
H -4.886281 -5.080436 1.785362 0.042 -0.111 0.083 0.000
H -4.180081 -2.740836 1.642162 0.021 0.050 0.225 0.000
S -4.706681 3.223664 1.888262 -0.056 0.490 -0.104 0.222
C -3.561581 2.950264 0.896362 0.153 -2.115 0.136 0.237
C -2.439981 3.495764 -2.634338 0.132 -0.026 0.022 0.006
C -2.040481 4.721164 -1.799138 0.048 -0.397 0.138 0.001
C -3.310081 5.299564 -1.174138 0.023 -0.149 0.142 0.008
C -1.439381 5.755564 -2.746438 0.045 -0.176 0.137 0.000
P -0.904781 3.958564 -0.437438 0.316 1.250 -0.114 0.004
C -1.278181 4.923764 1.075262 -0.077 -0.555 -0.068 0.001
C -1.430781 6.303764 1.124262 0.001 0.003 0.020 0.000
C -1.733781 6.930864 2.319162 -0.008 0.128 0.051 0.000
C -1.841781 6.195264 3.488262 -0.035 -0.118 0.062 0.000
C -1.667581 4.820864 3.456762 0.048 -0.027 0.116 0.001
C -1.399381 4.191064 2.254662 0.250 0.116 0.068 0.016
C 0.917619 4.538864 -0.677038 -0.270 -0.390 -0.121 0.000
C 1.586219 4.381364 0.702062 -0.160 -0.083 -0.033 0.000
C 1.222319 5.970964 -1.123238 -0.122 -0.121 -0.056 0.000
C 1.494519 3.573564 -1.716538 -0.075 0.012 0.044 0.000
H -2.996581 3.808864 -3.516938 -0.120 -0.053 -0.051 0.000
H -3.077081 2.826664 -2.047338 -0.118 -0.047 0.017 0.004
H -1.560781 2.942864 -2.970738 0.067 -0.047 -0.116 0.001
H -4.083481 5.372364 -1.937938 -0.073 -0.017 -0.125 0.000
H -3.159081 6.293264 -0.762938 0.013 0.031 0.017 0.000
H -3.666581 4.641764 -0.379538 -0.135 0.318 -0.223 0.005
H -2.202981 6.041264 -3.470938 -0.083 -0.013 -0.039 0.000
H -0.602181 5.341664 -3.302438 0.145 0.081 -0.081 0.000
H -1.130581 6.658964 -2.230638 0.090 0.070 0.030 0.000
H -1.318881 6.899764 0.232862 -0.071 0.055 -0.117 0.000
H -1.898981 7.997664 2.339762 0.077 0.108 0.000 0.000
H -2.057881 6.690164 4.423062 -0.058 0.050 0.061 0.000
H -1.757981 4.238164 4.363462 0.012 0.001 0.043 0.000
H -1.279481 3.108064 2.226062 -0.042 0.193 0.047 0.020
H 1.551019 5.330364 1.233162 -0.013 -0.002 0.105 0.000
H 2.630419 4.093664 0.589762 0.137 0.042 -0.080 0.000
H 1.094919 3.654864 1.345462 0.083 -0.026 0.093 0.000
H 0.640219 6.704064 -0.574638 -0.027 0.120 0.072 0.000
H 1.081519 6.124364 -2.186338 -0.057 0.024 -0.088 0.000
H 2.272019 6.166764 -0.907038 0.134 0.031 0.014 0.000
H 1.303619 2.531564 -1.461538 0.085 -0.028 -0.017 0.000
H 2.568119 3.713664 -1.829638 0.164 0.023 -0.005 0.000
H 1.034219 3.760164 -2.684938 -0.013 -0.007 -0.173 0.000